Entry 1:
C4H7NO2 | the ωB97M-V functional and the def2-TZVPD basis

Element x y z (Å)
1 O 2.08559 -0.33478 1.44043
2 C 1.57715 0.35911 0.58601
3 C 0.21033 0.06948 0.05445
4 C -0.24011 0.57168 -1.31415
5 O -1.49627 0.03110 -1.63321
6 C -0.80434 -0.14087 1.12590
7 N -0.27634 -1.26794 0.37939
8 H 2.11269 1.24274 0.19300
9 H 0.51176 0.30511 -2.07514
10 H -0.34918 1.66204 -1.32304
11 H -1.44142 -0.90790 -1.38573
12 H -1.83459 0.11767 0.89969
13 H -0.47636 -0.00339 2.15366
14 H 0.45111 -1.73259 0.92341

Values from the calculation:
Total charge: 0
Energy relative to the best compared isomer or geometry (same formula, charge and spin) in kJ/mol: 214.1
Highest occupied orbital energy in eV: -10.111


Entry 2:
C10H18NO2S | the ωB97M-V functional and the def2-TZVPD basis

Element x y z (Å)
1 C 1.70456 2.40316 -0.17094
2 C 1.45164 1.03083 0.15306
3 C 0.38001 0.22700 0.37292
4 N -1.00701 0.77304 0.00650
5 C -2.06073 0.92057 1.05741
6 C -3.42115 0.42948 0.52196
7 C -2.94247 -0.61829 -0.39358
8 C -1.74627 0.00982 -1.17727
9 C 0.45066 -1.20298 0.67186
10 C 1.28865 -2.10183 -0.28497
11 C 2.81099 -1.72963 -0.04453
12 S 3.02428 0.05434 -0.03135
13 O 3.97690 0.53096 0.95245
14 O 3.21950 0.41810 -1.41060
15 H 0.85576 3.10934 0.10884
16 H 1.68938 2.48987 -1.28170
17 H 2.71092 2.60462 0.25655
18 H -0.75236 1.65850 -0.26423
19 H -2.14501 1.95684 1.45299
20 H -1.75574 0.21223 1.85063
21 H -3.78778 1.38183 -0.00708
22 H -4.09155 0.05154 1.31836
23 H -2.60831 -1.61665 0.06142
24 H -3.77301 -0.88735 -1.19423
25 H -1.11328 -0.88860 -1.47281
26 H -2.05374 0.56407 -2.00778
27 H 0.99670 -1.20755 1.62142
28 H -0.51560 -1.52196 0.80161
29 H 1.13925 -3.14176 -0.20726
30 H 1.26472 -1.82439 -1.26070
31 H 3.29075 -2.15107 0.88220
32 H 3.51936 -1.93410 -0.88120

Values from the calculation:
Total charge: +1
Energy relative to the best compared isomer or geometry (same formula, charge and spin) in kJ/mol: 48.6
Highest occupied orbital energy in eV: -13.545


In order of appearance, E = -9845.06023; -27072.49013 eV.
In order of appearance, Kohn-Sham gap = 10.78; 10.60 eV.
In order of appearance, E_LUMO = 0.7; -2.9 eV.